(1)
{
  "formula": "HN2O3P",
  "method": "wB97M-V/def2-TZVPD",
  "lumo_energy_ev": 4.31,
  "e_homo_ev": 1.1,
  "e_above_lowest_kcal_mol": 22.0,
  "gap_ev": 3.163,
  "total_charge": -2,
  "e_tot_ha": -677.22919,
  "symbols": ["N", "N", "O", "O", "O", "P", "H"],
  "positions_angstrom": [[-3.3269, 1.2246, -0.4887], [-3.2566, 2.2642, -0.0585], [-3.8840, -1.2586, -0.9932], [-4.1083, -0.3887, 1.3544], [-5.7127, 0.5795, -0.4259], [-4.5232, -0.2880, -0.0694], [24.8116, -2.1331, 0.6812]]
}

(2)
{
  "formula": "C6H12",
  "method": "wB97M-V/def2-TZVPD",
  "lumo_energy_ev": 0.71,
  "e_homo_ev": -9.2,
  "e_above_lowest_kcal_mol": 147.0,
  "gap_ev": 9.910,
  "e_tot_ha": -235.58398,
  "symbols": ["C", "C", "C", "C", "C", "C", "H", "H", "H", "H", "H", "H", "H", "H", "H", "H", "H", "H"],
  "positions_angstrom": [[-1.2297, -1.0856, 0.3702], [-0.3997, 0.0965, -0.1246], [-1.2804, 1.1966, -0.7010], [0.7414, 0.5341, 0.8131], [1.6771, -0.3119, 0.1619], [0.7957, -0.4185, -1.0751], [-1.8031, -1.5297, -0.4524], [-0.5941, -1.8644, 0.8054], [-1.9413, -0.7626, 1.1387], [-1.8627, 0.8314, -1.5561], [-0.6796, 2.0482, -1.0418], [-1.9902, 1.5594, 0.0525], [0.8973, 1.6051, 0.9090], [1.7748, 0.4504, 1.9224], [2.0503, -1.2297, 0.6017], [2.6024, 0.3513, 1.2078], [0.6646, -1.3970, -1.5536], [0.9937, 0.3408, -1.8382]]
}

(3)
{
  "formula": "H42O21",
  "method": "wB97M-V/def2-TZVPD",
  "lumo_energy_ev": -0.22,
  "e_homo_ev": -10.2,
  "e_above_lowest_kcal_mol": 312.8,
  "gap_ev": 9.978,
  "e_tot_ha": -1604.92565,
  "symbols": ["O", "H", "H", "O", "H", "H", "O", "H", "H", "O", "H", "H", "O", "H", "H", "O", "H", "H", "O", "H", "H", "O", "H", "H", "O", "H", "H", "O", "H", "H", "O", "H", "H", "O", "H", "H", "O", "H", "H", "O", "H", "H", "O", "H", "H", "O", "H", "H", "O", "H", "H", "O", "H", "H", "O", "H", "H", "O", "H", "H", "O", "H", "H"],
  "positions_angstrom": [[-1.9953, 2.4057, 0.1278], [-1.9583, 3.1188, 0.6053], [-2.6181, 2.7276, -0.5693], [2.3205, -0.5900, -3.7672], [3.0985, -1.0437, -4.0191], [2.4885, 0.2859, -4.2199], [-3.8530, 2.2880, -1.7067], [-3.7072, 3.2188, -2.0381], [-4.6942, 2.2573, -1.3286], [-0.6525, -4.3161, -3.1152], [-0.9581, -3.5279, -2.4929], [0.2059, -4.2050, -3.5560], [-0.9586, -0.6744, 4.4711], [-0.2435, -1.0286, 4.9715], [-0.3590, -0.0005, 4.2540], [-2.3705, 3.7360, 2.6102], [-2.4399, 3.1649, 3.4566], [-2.6459, 3.3309, 1.9124], [1.7868, 2.5892, -1.8431], [0.8413, 2.6346, -2.0052], [2.4013, 3.2129, -2.2892], [-2.7333, -2.8695, 1.3444], [-1.8205, -2.9996, 1.0867], [-2.6508, -2.6788, 2.2174], [-1.2214, 2.4550, -2.6403], [-1.2554, 2.2073, -3.5079], [-1.9707, 2.0193, -2.2901], [1.5123, 2.4609, 1.4139], [1.8260, 2.2698, 0.5576], [1.2416, 1.5747, 1.6185], [3.9163, 2.7639, -0.4557], [3.2779, 2.2269, -0.7234], [4.5775, 3.1419, -0.9979], [1.8286, -3.6670, -0.0391], [1.7578, -3.9303, 0.9708], [1.1867, -4.2998, -0.3009], [-3.5770, -1.2880, -0.5307], [-3.1008, -1.0323, 0.2030], [-4.3504, -1.8444, -0.2745], [3.0914, 1.9203, 3.5221], [3.3706, 2.7125, 3.0329], [2.1275, 2.0514, 3.5647], [2.9720, 0.3825, -1.0421], [2.2330, 0.2363, -0.4710], [2.4126, 0.9626, -1.7570], [-1.3654, -0.4215, -3.8620], [-0.6763, -0.0637, -3.4059], [-1.6010, -0.9875, -3.2309], [0.4049, -3.9719, 2.7647], [0.1103, -3.0603, 2.7822], [0.0702, -4.3985, 3.4698], [0.9197, -2.6933, -2.3199], [1.0883, -2.0079, -2.9053], [1.6975, -2.8261, -1.6093], [-4.6696, 1.9387, 0.9143], [-4.2521, 1.9583, 1.7792], [-4.5179, 1.0061, 0.6798], [2.4637, -2.0802, 3.2791], [2.1797, -2.7424, 2.9780], [2.4269, -1.4480, 2.6838], [2.0799, -0.8988, 0.9131], [2.9430, -0.3457, 1.1091], [2.3579, -1.3170, 0.0203]]
}

(4)
{
  "formula": "C3H6OS",
  "method": "wB97M-V/def2-TZVPD",
  "smiles": "[O-]CCC[S-]",
  "lumo_energy_ev": 6.31,
  "e_homo_ev": 1.1,
  "e_above_lowest_kcal_mol": 13.3,
  "gap_ev": 5.240,
  "total_charge": -2,
  "e_tot_ha": -591.21055,
  "symbols": ["C", "O", "C", "C", "S", "H", "H", "H", "H", "H", "H"],
  "positions_angstrom": [[1.9343, 0.1568, -0.3129], [2.9053, 0.4709, 0.6599], [0.5187, 0.0506, 0.2678], [-0.6608, -0.1661, -0.7005], [-2.3493, -0.2438, 0.1369], [1.9255, 1.0514, -1.0480], [2.2262, -0.6262, -1.0255], [0.3189, 1.0535, 0.7050], [0.4415, -0.7863, 1.0306], [-0.6436, -1.2384, -0.9716], [-0.6745, 0.4327, -1.6864]]
}

(5)
{
  "formula": "C22H51N4OP2Re",
  "method": "wB97M-V/def2-TZVPD",
  "lumo_energy_ev": [-8.47, -13.53],
  "e_homo_ev": [-17.8, -17.6],
  "multiplicity": 4,
  "gap_ev": [9.352, 4.047],
  "total_charge": 3,
  "s_squared": 3.7789,
  "e_tot_ha": -1922.97485,
  "symbols": ["Re", "P", "P", "N", "C", "H", "H", "C", "H", "H", "C", "H", "H", "C", "H", "H", "C", "C", "H", "H", "H", "C", "C", "H", "H", "H", "C", "C", "H", "H", "H", "C", "C", "H", "H", "H", "C", "C", "H", "H", "H", "C", "H", "H", "H", "C", "H", "H", "H", "C", "H", "H", "H", "H", "H", "H", "H", "O", "H", "H", "C", "N", "C", "C", "N", "N", "C", "C", "H", "H", "H", "H", "H", "H", "H", "H", "H", "H", "H", "H", "H"],
  "positions_angstrom": [[-0.2322, -0.1345, -0.9442], [-0.6254, 2.0509, -0.9305], [-0.4963, -2.3408, -0.9877], [-2.4833, -0.1504, -1.1264], [-2.4500, 2.2130, -0.4435], [-2.5517, 2.8636, 0.4411], [-3.0060, 2.6965, -1.2665], [-3.0312, 0.8225, -0.1504], [-2.7395, 0.4830, 0.8569], [-4.1404, 0.8472, -0.1991], [-3.1115, -1.5020, -1.1363], [-3.2045, -1.8115, -2.1912], [-4.1361, -1.4466, -0.7196], [-2.2598, -2.5195, -0.3758], [-2.6746, -3.5379, -0.4831], [-2.2436, -2.2721, 0.6990], [0.5233, -3.5009, 0.0950], [1.2994, -2.7662, 1.2006], [0.6538, -2.4865, 2.0501], [1.7833, -1.8557, 0.8078], [2.0966, -3.4258, 1.5902], [-0.5244, -3.2050, -2.6604], [0.8548, -3.0829, -3.3284], [0.7420, -2.7651, -4.3808], [1.3865, -4.0515, -3.3296], [1.4791, -2.3403, -2.8046], [-0.5536, 3.0751, -2.5115], [0.8773, 3.5804, -2.7496], [1.0631, 3.8341, -3.8098], [1.6010, 2.8036, -2.4406], [1.0629, 4.4947, -2.1572], [0.1928, 3.1112, 0.3948], [1.7269, 3.0246, 0.3589], [2.1393, 3.3453, 1.3331], [2.1603, 3.6725, -0.4212], [2.0602, 1.9938, 0.1657], [1.4889, -0.0538, -1.3050], [-1.0411, -4.6500, -2.6563], [-1.1153, -5.0525, -1.6297], [-2.0341, -4.7433, -3.1294], [-0.3448, -5.3037, -3.2136], [-1.5323, 4.2567, -2.4136], [-1.0601, 5.1818, -2.7871], [-2.4323, 4.0570, -3.0237], [-1.8622, 4.4362, -1.3773], [-0.3106, 4.5614, 0.4402], [0.1612, 5.1004, 1.2821], [-0.0530, 5.1061, -0.4852], [-1.4054, 4.6214, 0.5766], [1.4791, -4.3238, -0.7872], [2.1363, -3.6887, -1.4021], [2.1270, -4.9608, -0.1626], [0.8957, -4.9766, -1.4627], [-0.2020, -4.1872, 0.5727], [-0.1400, 2.5898, 1.3137], [-1.2249, -2.5669, -3.2330], [-0.8505, 2.4136, -3.3480], [2.6231, -0.0084, -1.6172], [-2.5772, 0.2481, -2.0654], [-0.3129, -0.1851, -2.6197], [-1.3760, 0.4533, 3.7142], [0.0782, 0.3645, 3.5694], [0.8660, 0.7887, 4.7292], [0.7343, 0.0320, 2.2901], [-0.0324, 0.0311, 1.1784], [2.1743, -0.2519, 2.3785], [2.6679, -1.1880, 3.3874], [3.2258, 0.4029, 1.6337], [-1.6903, 0.6941, 4.7513], [-1.8385, -0.5228, 3.4565], [-1.7858, 1.2657, 3.0767], [1.4066, -0.0427, 5.2055], [1.5673, 1.5971, 4.4314], [0.2348, 1.2010, 5.5437], [-0.9609, 0.2390, 1.4167], [3.2923, -1.9711, 2.9086], [3.3144, -0.6598, 4.1206], [1.8417, -1.7126, 3.9106], [3.1512, 0.1870, 0.5780], [3.2456, 1.4767, 1.8839], [4.2322, 0.0270, 1.9240]]
}

(6)
{
  "formula": "C3H6BrNO3",
  "method": "wB97M-V/def2-TZVPD",
  "smiles": "O=NC(Br)(CO)CO",
  "lumo_energy_ev": -1.00,
  "e_homo_ev": -9.9,
  "e_above_lowest_kcal_mol": 32.6,
  "gap_ev": 8.924,
  "e_tot_ha": -2972.25002,
  "symbols": ["C", "C", "C", "N", "O", "O", "O", "Br", "H", "H", "H", "H", "H", "H"],
  "positions_angstrom": [[0.0428, 0.9293, 0.3016], [-0.0737, -1.4657, -0.5264], [-0.7531, 0.1383, -0.7197], [-0.7380, 0.3220, -2.0561], [0.2968, 0.8466, -2.5528], [-0.3320, 2.2822, 0.2746], [-0.3102, -1.9549, 0.7761], [-2.5610, -0.1051, -0.2150], [1.0798, 0.8382, 0.0784], [0.0257, 0.5348, 1.2835], [-0.5082, -2.2385, -1.3543], [1.0564, -1.3475, -0.7829], [-1.2358, 2.3814, 0.3121], [-1.2754, -1.7560, 0.9815]]
}